Record 1
A structure of composition C45H56IN6O4PPb at a distorted geometry. Source: the Open Molecules 2025 dataset; level of theory: wB97M-V/def2-TZVPD.

Each line ends with the Mulliken charge.
CARTESIAN COORDINATES (ANGSTROEM)
Pb  0.23469  0.72349  2.58149  1.32
C  -5.06531  1.93898  2.71526  -1.15
C  -4.11468  2.88179  2.05905  0.12
N  -4.62889  3.87051  1.37022  -0.57
C  -3.77716  4.84383  1.00659  -1.03
C  -2.37970  4.86767  1.23415  0.51
C  -1.56404  6.04267  0.70991  -0.92
O  -0.23409  5.59930  0.29480  -0.48
C  -1.81773  3.86026  2.04969  0.37
C  -0.45027  3.93524  2.55993  -0.94
N  -0.10787  3.03805  3.49085  0.26
C  0.54104  3.35261  4.67983  0.66
C  1.43250  4.47391  4.87310  -0.46
C  2.10532  4.57564  6.07470  -0.46
C  2.07832  3.58971  7.05125  -0.78
C  1.32776  2.44673  6.82624  -0.43
C  0.41253  2.36619  5.75215  -0.65
I  -1.24134  1.07324  5.94268  0.18
C  -2.64056  2.66190  2.12578  0.85
O  -2.24045  1.45135  1.99393  -0.42
H  -4.77917  1.72910  3.74990  0.33
H  -6.05112  2.48816  2.79858  0.40
H  -5.24185  1.03806  2.09994  0.11
H  -4.22519  5.59594  0.39774  0.44
H  -2.09224  6.51299  -0.08930  0.53
H  -1.52214  6.78370  1.52015  0.35
H  0.21588  6.30623  -0.20772  0.29
H  0.16315  4.77841  2.21006  0.79
H  1.53694  5.22268  4.08884  0.37
H  2.78243  5.44189  6.17440  0.33
H  2.72411  3.73039  7.89009  0.45
H  1.38006  1.61468  7.52963  0.47
C  0.81308  -3.98314  3.25427  -1.06
C  0.36213  -2.71642  2.88474  -0.67
N  1.13886  -1.62099  2.92007  -0.03
C  2.42552  -1.72482  3.25645  0.23
C  2.97350  -3.02656  3.61389  0.83
C  2.15137  -4.14554  3.57103  -0.45
C  4.39031  -3.19006  3.76681  -1.16
C  5.15956  -2.04320  3.65330  -0.76
C  4.64303  -0.74348  3.48119  1.15
C  5.49272  0.38262  3.47366  -0.66
C  4.91823  1.66274  3.47144  -1.21
C  3.55342  1.76175  3.20734  -0.28
N  2.71619  0.68324  3.11881  0.37
C  3.26027  -0.53018  3.39325  -0.22
H  0.15894  -4.80060  3.28052  0.52
H  -0.63684  -2.56201  2.56381  0.74
H  2.54381  -5.09052  3.89504  0.52
H  4.79208  -4.17341  3.91654  0.47
H  6.26482  -2.19927  3.61719  0.31
H  6.55386  0.23832  3.47000  0.49
H  5.55132  2.52510  3.53587  0.45
H  3.08539  2.74108  3.03427  0.47
N  0.69826  1.90904  0.42119  0.07
N  -0.22465  2.26380  -0.67920  -0.20
C  -0.85589  1.28742  -1.38882  0.71
O  -1.96986  1.40712  -1.92056  -0.56
O  -0.10997  0.14096  -1.56765  -0.49
H  1.19589  2.79359  0.54872  0.25
H  1.37344  1.37077  -0.13757  0.20
H  -0.98663  2.84818  -0.27796  0.00
C  -0.76691  -0.07431  -7.18597  -0.73
C  -1.60270  -1.23313  -6.61985  -0.84
C  -1.02549  -1.82670  -5.36468  -0.51
C  -0.82711  -0.61007  -4.35310  -0.02
C  0.25954  0.41328  -4.87755  -0.37
C  0.51615  0.29120  -6.37780  -0.88
P  -0.63000  -1.08718  -2.61994  -0.73
C  0.88544  -2.20763  -2.32035  0.65
C  2.28941  -1.57987  -1.85746  -0.63
C  3.47392  -2.63423  -2.19485  -0.96
C  3.03531  -4.07011  -1.91284  -0.61
C  2.03183  -4.41373  -3.02268  -0.94
C  1.02075  -3.27087  -3.39468  -0.51
C  -2.21789  -1.70252  -1.96697  1.03
C  -2.40283  -3.25436  -1.75347  -0.71
C  -3.75910  -3.50627  -1.04792  -0.77
C  -4.49139  -2.27366  -0.60251  -0.54
C  -4.64132  -1.28991  -1.80177  -1.03
C  -3.42846  -1.26428  -2.75163  -0.90
H  -1.37773  0.80003  -7.34114  0.40
H  -0.42141  -0.29906  -8.26305  0.29
H  -1.93206  -1.97578  -7.34506  0.49
H  -2.55847  -0.72006  -6.42031  0.26
H  -0.04207  -2.24403  -5.60374  0.20
H  -1.65965  -2.64490  -4.95905  0.28
H  -1.74146  -0.02123  -4.41794  0.97
H  1.17307  0.17863  -4.34503  0.04
H  -0.07313  1.44270  -4.66197  0.30
H  1.19920  -0.48192  -6.64721  0.36
H  0.94801  1.24487  -6.75739  0.40
H  0.54488  -2.75022  -1.42079  0.34
H  2.33271  -1.51396  -0.76758  0.05
H  2.52276  -0.72863  -2.42142  0.38
H  4.30556  -2.26657  -1.59354  0.54
H  3.85313  -2.42782  -3.24712  0.37
H  2.68101  -4.09914  -0.89164  0.26
H  3.91733  -4.71766  -2.04657  0.42
H  1.44068  -5.26397  -2.67319  0.34
H  2.61335  -4.75899  -3.89720  0.35
H  0.02179  -3.78316  -3.61510  0.09
H  1.35763  -2.87716  -4.36102  0.21
H  -2.34711  -1.09640  -1.01680  0.04
H  -1.57488  -3.61738  -1.17665  0.39
H  -2.37332  -3.76109  -2.69501  0.33
H  -3.53936  -4.03200  -0.14056  0.41
H  -4.45315  -4.14512  -1.62061  0.33
H  -3.94061  -1.77746  0.17553  0.23
H  -5.51461  -2.48856  -0.22115  0.40
H  -4.79680  -0.24998  -1.43631  0.34
H  -5.59263  -1.51458  -2.33237  0.45
H  -3.31229  -0.25351  -3.08522  0.42
H  -3.57262  -1.86236  -3.65931  0.44

* frontier orbital gap (spin up / spin down): 5.492 / 5.494 eV
* HOMO level (spin up / spin down): -11.10 / -11.11 eV
* total charge: +2
* strongest force on any atom: 0.0648 hartree/bohr
* relative energy (zero: lowest compared OMol25 entry of this formula, charge and spin): 0.00 kcal/mol
* lowest unoccupied orbital energy (spin up / spin down): -5.612 / -5.612 eV


Record 2
A structure of composition C45H57AsN2PdS2SbSi2 at a distorted geometry. Source: the Open Molecules 2025 dataset; level of theory: wB97M-V/def2-TZVPD.

Each line ends with the Mulliken charge.
CARTESIAN COORDINATES (ANGSTROEM)
Pd  1.16492  0.08839  0.84186  -0.64
S  -0.29082  -1.90649  0.39920  -0.33
C  -1.54520  -0.94385  -0.28473  0.37
N  -2.32558  -1.49805  -1.24753  0.55
C  -3.18267  -0.63837  -2.04467  -0.95
C  -3.84537  0.37717  -1.14291  -0.71
N  -2.80340  1.10524  -0.43826  0.21
C  -2.97535  2.55222  -0.32251  -1.21
C  -4.29989  2.89463  0.32464  0.34
C  -4.54442  2.47786  1.62961  0.14
C  -5.76661  2.72856  2.22989  -0.68
C  -6.76224  3.39213  1.52434  -0.46
C  -6.52573  3.80745  0.22338  -0.69
C  -5.29862  3.55733  -0.37571  -0.30
C  -1.76848  0.40470  0.10180  0.00
S  -0.88521  1.23988  1.40050  -0.07
C  -2.45381  -2.94244  -1.44676  -1.22
C  -3.85852  -3.40649  -1.14093  0.22
C  -4.32362  -3.38524  0.17054  -0.31
C  -5.61884  -3.78398  0.46154  -0.80
C  -6.46182  -4.20615  -0.55809  -0.42
C  -6.00532  -4.23288  -1.86653  -0.72
C  -4.70794  -3.83151  -2.15544  -0.06
H  -3.92531  -1.24760  -2.55289  0.50
H  -2.58103  -0.11071  -2.79263  0.25
H  -4.50619  -0.12829  -0.43167  0.19
H  -4.44000  1.08034  -1.72201  0.59
H  -2.92312  2.99151  -1.32362  0.42
H  -2.15298  2.96033  0.25986  0.58
H  -3.76918  1.94516  2.16790  0.11
H  -5.94477  2.40339  3.24715  0.43
H  -7.71919  3.58642  1.99033  0.39
H  -7.30028  4.32155  -0.33069  0.40
H  -5.11575  3.88299  -1.39405  0.42
H  -1.74575  -3.43953  -0.79052  0.67
H  -2.18172  -3.18806  -2.47616  0.26
H  -3.66414  -3.06118  0.96975  0.43
H  -5.96940  -3.76953  1.48532  0.42
H  -7.46911  -4.52777  -0.32819  0.39
H  -6.65721  -4.56411  -2.66420  0.40
H  -4.34952  -3.85936  -3.17898  0.42
C  5.43416  1.74130  -0.09846  -1.66
C  5.82305  0.54565  -0.92832  0.67
C  7.16330  0.38556  -1.27943  -0.63
C  7.59309  -0.70176  -2.02088  -0.71
C  6.68055  -1.66057  -2.43458  -0.95
C  5.34405  -1.51599  -2.10218  -0.29
C  4.91385  -0.42279  -1.35474  0.66
Sb  2.81917  -0.20691  -0.99728  1.56
C  2.46665  1.60164  -2.11678  1.08
C  1.74802  2.59243  -1.44810  -0.88
C  1.55758  3.84574  -2.00721  -0.99
C  2.09872  4.11712  -3.25449  -0.72
C  2.80750  3.13620  -3.92722  -0.75
C  3.00825  1.87096  -3.37629  0.56
C  3.79299  0.85450  -4.16157  -1.62
C  2.02790  -1.88710  -2.06845  1.56
C  2.47799  -3.12054  -1.59809  -1.01
C  1.96823  -4.30666  -2.09998  -0.90
C  0.99056  -4.26200  -3.08027  -0.89
C  0.51423  -3.03908  -3.52412  -0.52
C  1.00528  -1.83542  -3.02153  0.37
C  0.40352  -0.54220  -3.50165  -1.48
H  6.02397  2.61204  -0.38261  0.46
H  5.63377  1.54395  0.95631  0.33
H  4.38112  2.00238  -0.20884  0.14
H  7.87965  1.13502  -0.96311  0.45
H  8.63991  -0.79755  -2.27821  0.41
H  7.00299  -2.51077  -3.02120  0.45
H  4.63191  -2.25633  -2.44239  0.38
H  1.32679  2.38922  -0.47002  0.36
H  1.00540  4.60485  -1.46747  0.50
H  1.97345  5.09578  -3.69999  0.40
H  3.21633  3.34951  -4.90843  0.46
H  3.57549  0.94392  -5.22615  0.57
H  3.57966  -0.16707  -3.84867  0.12
H  4.86514  1.01947  -4.02753  0.41
H  3.23803  -3.15593  -0.82330  0.63
H  2.33180  -5.25376  -1.72321  0.47
H  0.59159  -5.18069  -3.49147  0.44
H  -0.26619  -3.00748  -4.27699  0.45
H  -0.48259  -0.74239  -4.10468  0.47
H  1.10422  0.02330  -4.11591  0.31
H  0.11471  0.09591  -2.66267  -0.11
C  -2.47205  1.92076  4.59367  -1.09
Si  -0.71127  1.29177  4.87291  0.45
C  0.51674  2.71766  5.05018  -1.04
C  -0.70974  0.17351  6.39698  -1.11
As  -0.33071  -0.29263  3.05435  0.13
Si  2.14358  -0.55738  3.17181  0.86
C  3.14964  1.03204  2.82654  -1.03
C  2.83191  -2.11597  2.30159  -1.11
C  2.31680  -0.93236  5.01605  -1.30
H  -2.88528  2.33705  5.51438  0.55
H  -3.11337  1.09342  4.27972  0.29
H  -2.51124  2.70045  3.83144  0.25
H  0.08851  3.49716  5.68409  0.43
H  0.76349  3.16517  4.08587  0.26
H  1.44311  2.37872  5.51719  0.29
H  -1.22829  0.65334  7.22870  0.41
H  0.30066  -0.06566  6.72751  0.33
H  -1.22214  -0.76399  6.17018  0.33
H  2.77946  1.61436  1.97448  0.21
H  4.18419  0.75617  2.61552  0.21
H  3.13631  1.68904  3.69806  0.47
H  2.14443  -2.51767  1.56121  0.13
H  3.02405  -2.90439  3.03421  0.54
H  3.77685  -1.88466  1.80283  0.33
H  2.22457  -0.02911  5.62061  0.25
H  3.29886  -1.36985  5.20552  0.46
H  1.55437  -1.64610  5.33460  0.38

* expectation value of S²: 2.011
* frontier orbital gap (spin up / spin down): 7.274 / 6.284 eV
* HOMO level (spin up / spin down): -9.43 / -10.14 eV
* total charge: +1
* strongest force on any atom: 0.0259 hartree/bohr
* relative energy (zero: lowest compared OMol25 entry of this formula, charge and spin): 44.48 kcal/mol
* lowest unoccupied orbital energy (spin up / spin down): -2.159 / -3.858 eV
* 2S+1: 3